Entry 1:
Here is 2 unconnected molecules or ions with the total composition C3H9NO2S2 from the OMol25 dataset. Energies are from wB97M-V/def2-TZVPD.

The net charge is 0. Its max |F| is 4.28 eV Å⁻¹. As for the orbital gap: 9.67 eV. The energy above the lowest of the compared OMol25 structures with the same formula, charge and spin comes out at 1.8107 eV.

```
17
C3H9NO2S2 | the OMol25 dataset | wB97M-V/def2-TZVPD
S 2.07 2.88 0.42
S 0.60 1.61 1.09
C 1.38 -0.11 0.78
C 0.75 -0.86 -0.42
N 0.94 -2.29 -0.17
C -0.13 -3.08 0.29
O 0.29 -4.12 0.74
H 1.85 2.89 -0.98
H 2.51 -0.03 0.58
H 1.23 -0.66 1.74
H 1.29 -0.52 -1.39
H -0.44 -0.78 -0.49
H 1.86 -2.71 0.04
H -1.13 -2.63 0.10
H -4.14 3.94 -1.37
H -4.88 3.18 -0.26
O -4.07 3.30 -0.68
```

---

Entry 2:
Here is a molecular structure, C47H33Cl4N4ORbSi from the OMol25 dataset. Energies are from wB97M-V/def2-TZVPD.

The net charge is -2. Its max |F| is 1.69 eV Å⁻¹. As for the orbital gap (alpha / beta): 4.94 / 4.91 eV. The energy above the lowest of the compared OMol25 structures with the same formula, charge and spin comes out at 0.1542 eV.

```
91
C47H33Cl4N4ORbSi | the OMol25 dataset | wB97M-V/def2-TZVPD
Rb -0.13 0.57 -1.20
Cl 2.50 -7.77 -4.03
C 1.95 -6.36 -3.16
C 0.77 -6.43 -2.43
C 0.34 -5.31 -1.74
C 1.07 -4.11 -1.76
C 2.24 -4.08 -2.51
C 2.69 -5.19 -3.21
C 0.58 -2.92 -1.02
C 1.49 -2.27 -0.18
C 2.81 -2.79 0.18
C 3.44 -1.80 0.86
C 2.49 -0.69 0.93
C 2.68 0.56 1.59
C 3.99 1.18 1.72
C 4.13 2.50 2.22
C 5.36 3.12 2.35
C 6.51 2.47 1.96
Cl 8.06 3.25 2.12
C 6.42 1.21 1.38
C 5.19 0.60 1.26
C 1.54 1.23 2.19
N 0.32 1.33 1.67
C -0.46 1.95 2.61
C -1.82 2.25 2.47
C -2.42 3.13 3.51
C -2.00 4.45 3.66
C -2.57 5.28 4.61
C -3.57 4.79 5.42
Cl -4.30 5.84 6.61
C -4.01 3.48 5.31
C -3.44 2.66 4.35
C -2.67 1.80 1.44
C -4.02 2.27 1.20
C -4.45 1.62 0.09
C -3.37 0.74 -0.31
N -2.33 0.88 0.52
C -3.42 -0.20 -1.38
C -2.50 -1.24 -1.58
C -2.43 -2.05 -2.79
C -1.34 -2.83 -2.66
C -0.72 -2.47 -1.38
N -1.47 -1.56 -0.75
C -4.45 0.03 -2.42
C -4.55 1.28 -3.04
C -5.49 1.53 -4.02
C -6.36 0.51 -4.39
Cl -7.56 0.81 -5.62
C -6.29 -0.73 -3.80
C -5.34 -0.96 -2.81
C 0.32 2.22 3.81
C 1.57 1.78 3.54
N 1.33 -1.04 0.36
H 0.20 -7.35 -2.41
H -0.57 -5.35 -1.17
H 2.79 -3.15 -2.58
H 3.60 -5.15 -3.80
H 3.18 -3.79 0.00
H 4.39 -1.88 1.35
H 3.24 3.06 2.46
H 5.41 4.13 2.75
H 7.32 0.73 1.01
H 5.16 -0.35 0.75
H -1.21 4.81 3.01
H -2.24 6.31 4.71
H -4.79 3.12 5.96
H -3.77 1.63 4.24
H -4.55 3.01 1.78
H -5.41 1.71 -0.40
H -3.09 -2.01 -3.64
H -0.95 -3.53 -3.38
H -3.85 2.06 -2.76
H -5.56 2.50 -4.50
H -6.98 -1.51 -4.10
H -5.30 -1.93 -2.33
H -0.05 2.65 4.73
H 2.41 1.75 4.22
C 1.95 2.86 -4.49
Si 0.93 1.26 -4.79
C 1.69 0.54 -6.39
C -0.83 1.85 -5.29
O 0.92 0.31 -3.55
H 2.08 3.46 -5.40
H 2.93 2.58 -4.12
H 1.48 3.49 -3.73
H 1.82 1.29 -7.18
H 1.06 -0.26 -6.79
H 2.67 0.11 -6.17
H -0.87 2.30 -6.29
H -1.22 2.57 -4.58
H -1.50 0.98 -5.29
```

---

Entry 3:
Here is a molecular structure, C10H23ClErIO2P2 from the OMol25 dataset. Energies are from wB97M-V/def2-TZVPD.

The net charge is +2. Its max |F| is 6.34 eV Å⁻¹. As for the orbital gap (alpha / beta): 5.97 / 5.97 eV. The energy above the lowest of the compared OMol25 structures with the same formula, charge and spin comes out at 0.0174 eV. Its expectation value of S² is 3.75. The multiplicity is 4.

```
40
C10H23ClErIO2P2 | the OMol25 dataset | wB97M-V/def2-TZVPD
C 0.01 -0.03 -6.13
C 0.02 0.86 -4.96
H 0.02 0.61 -7.04
H -0.89 -0.66 -6.11
H 0.91 -0.67 -6.11
O 0.03 1.99 -4.67
I -0.02 -0.49 -2.35
Er -0.04 -0.52 0.58
P 2.69 -0.05 0.93
C 3.72 1.24 1.73
C 3.60 -1.52 1.54
H 4.66 -1.32 1.31
H 4.49 -0.12 -0.68
H 3.25 -2.45 1.07
H 2.94 -0.64 -1.47
H 3.50 1.29 2.81
H 3.46 -1.65 2.63
C 3.41 0.05 -0.76
H 4.78 0.98 1.55
H 3.22 1.04 -1.19
H 3.49 2.23 1.31
P -2.74 0.07 0.83
C -3.73 1.35 1.69
C -3.49 0.13 -0.83
H -3.24 -2.33 1.03
H -4.65 -1.23 1.32
H -3.38 -1.53 2.60
C -3.58 -1.41 1.52
H -3.03 -0.60 -1.52
H -4.56 -0.04 -0.68
H -4.79 1.08 1.50
H -3.50 2.34 1.27
H -3.30 1.11 -1.28
H -3.50 1.36 2.76
C 0.09 1.65 1.34
O 0.17 2.73 1.75
Cl -1.01 -0.22 3.71
C 0.11 -1.25 2.81
H 1.11 -1.14 3.27
H -0.24 -2.28 2.93
```

---

Number 1: DFT total energy -1121.27891 hartree. Number 2: DFT total energy -4259.57727 hartree. Number 3: DFT total energy -3000.37407 hartree.